{
  "formula": "C11H12F5N6OPPdSSe",
  "method": "the ωB97M-V functional and the def2-TZVPD basis",
  "energy_ha": -4598.3669,
  "total_charge": -2,
  "orbital_gap_ev": 5.176,
  "multiplicity": 1,
  "species": ["C", "C", "C", "C", "O", "Se", "N", "F", "H", "H", "P", "H", "F", "F", "H", "N", "H", "H", "H", "S", "N", "N", "H", "C", "H", "H", "H", "H", "C", "C", "N", "C", "Pd", "F", "F", "C", "C", "N", "C"],
  "positions_angstrom": [[-0.383, -4.996, 1.197], [-0.215, -3.580, -0.791], [2.613, 1.513, 1.930], [-4.523, -0.854, 2.821], [-4.392, 0.445, 0.424], [0.006, -1.922, -1.682], [1.321, 3.420, -0.323], [-0.797, -7.328, 1.019], [3.207, 3.508, -0.634], [2.781, 3.920, 0.863], [-3.561, -0.378, 1.346], [-2.502, -2.547, 1.373], [-0.856, -7.085, -1.702], [0.021, -2.735, 1.424], [-1.804, -0.179, 2.946], [2.539, 4.074, -0.119], [-4.815, 0.055, 3.350], [-2.349, -1.726, -0.195], [-3.947, -1.494, 3.490], [3.758, 2.488, 2.652], [-0.643, 2.791, 0.001], [0.308, 3.567, 0.478], [-1.201, 0.239, 1.340], [-0.190, -3.765, 0.595], [-0.680, 1.552, -1.753], [-5.426, -1.376, 2.500], [-3.901, -2.489, 0.264], [-2.215, 1.410, 2.239], [-0.609, -6.125, 0.436], [-0.114, 2.178, -1.082], [1.129, 2.611, -1.335], [-0.638, -5.992, -0.939], [0.528, -0.035, -0.187], [-0.359, -5.108, 2.542], [-0.494, -4.720, -2.865], [-0.445, -4.754, -1.520], [-2.063, 0.352, 2.028], [1.816, 0.834, 1.426], [-3.031, -1.944, 0.634]]
}

{
  "formula": "C11H12FN3O2S2",
  "method": "the ωB97M-V functional and the def2-TZVPD basis",
  "energy_ha": -1637.2942,
  "smiles": "O=C(S)O[C@@H](F)N=C=S.c1cc[nH]c1.c1cc[nH]c1",
  "orbital_gap_ev": 7.693,
  "multiplicity": 1,
  "species": ["F", "H", "C", "C", "C", "C", "H", "N", "H", "C", "H", "H", "H", "S", "C", "C", "H", "H", "H", "H", "N", "H", "N", "H", "C", "C", "O", "O", "S", "C", "C"],
  "positions_angstrom": [[1.932, 2.943, -2.079], [1.321, 3.801, 3.578], [2.276, 1.021, -4.283], [-0.441, -3.486, 1.039], [1.202, 0.895, 2.297], [1.063, 2.121, -2.692], [-0.748, -5.036, 2.629], [1.161, 2.988, 3.015], [2.195, 1.537, 4.187], [0.465, 1.681, 1.369], [-1.235, -2.022, -0.445], [-3.469, -2.800, 0.370], [0.009, 3.863, 1.447], [-1.835, 1.197, -3.583], [-1.360, -2.769, 0.318], [-0.727, 0.773, -2.209], [-0.003, 1.338, 0.470], [-1.162, 0.515, -4.522], [0.629, -3.408, 0.945], [0.614, 2.657, -3.531], [-2.605, -3.159, 0.730], [-3.369, -4.543, 2.164], [1.766, 0.929, -3.180], [1.402, -0.161, 2.232], [0.455, 2.966, 1.842], [-2.495, -4.112, 1.707], [-0.734, -0.296, -1.700], [0.093, 1.777, -1.739], [3.083, 1.279, -5.583], [1.617, 1.729, 3.300], [-1.162, -4.338, 1.920]]
}